Formula: H30O15
Source: the Open Molecules 2025 dataset
Level of theory: ωB97M-V/def2-TZVPD

XYZ file:
```
45
Properties=species:S:1:pos:R:3
H 0.89545 -0.62797 0.45989
H -0.48826 -0.61290 -0.16873
H -1.61853 -0.42915 -3.36488
H -1.35910 0.73432 -2.42198
H 1.54780 4.20234 -1.90088
H 1.25758 3.91244 -0.43740
H 4.13962 -0.10955 1.58139
H 4.35958 1.39389 1.61764
H -0.82020 -2.09031 -1.57906
H -0.63533 -3.49698 -1.03395
H -3.55297 2.22521 -0.39628
H -4.50639 2.54064 -1.53713
H 3.94470 -3.88530 0.21540
H 3.88028 -4.09827 -1.28811
H -1.21576 1.27202 3.59337
H 0.20505 1.76537 3.81235
H 2.76318 1.93359 1.99293
H 1.84750 2.56722 0.95848
H -4.17510 -2.13467 1.28304
H -5.20257 -3.25292 1.22072
H -3.81284 -0.31417 -0.68759
H -4.79070 -0.66270 -1.79770
H -1.30719 -2.27319 4.10568
H -1.07499 -0.78836 4.33242
H -1.33902 2.46021 -1.66751
H -0.48898 2.03096 -0.48293
H 2.19284 -2.81763 -1.13858
H 1.53955 -1.47815 -1.43698
H 2.49619 0.98519 -1.09422
H 3.98367 0.67356 -1.07580
O 0.07867 -1.13708 0.40816
O -1.01154 0.30358 -3.21106
O 1.45553 3.47623 -1.27378
O 4.78944 0.55764 1.82952
O -0.69016 -3.00313 -1.85984
O -3.83348 2.94230 -0.97602
O 3.88338 -3.40532 -0.61818
O -0.67180 2.06644 3.54875
O 1.94712 1.77886 1.50396
O -5.08020 -2.34997 1.53490
O -3.90590 -0.86474 -1.47321
O -0.91181 -1.65213 4.72773
O -1.03603 2.75747 -0.80216
O 1.90516 -2.25836 -1.86895
O 3.24848 0.83513 -1.67778
```

Results
E ... -31197.59557 eV
Energy above the lowest of the compared OMol25 structures with the same formula, charge and spin ... 4.0700 eV
Orbital gap ... 0.332 hartree


Formula: C20H42GaNOP3
Source: the Open Molecules 2025 dataset
Level of theory: ωB97M-V/def2-TZVPD

XYZ file:
```
68
Properties=species:S:1:pos:R:3
Ga -0.17613 -0.19383 0.14077
P -1.03433 1.38975 2.64456
P -2.56777 -0.10560 -0.53732
P 2.15034 0.44279 1.02796
H 0.75407 0.53468 -7.55091
C 1.65838 0.06630 -7.14150
C 1.66756 -1.18652 -6.65142
H 0.77143 -1.83770 -6.59548
C -1.04002 3.23844 2.66033
C -2.77450 1.03273 3.12412
C -0.19011 0.98446 4.22799
C -2.68489 -0.81516 -2.19796
C -3.66144 -1.12948 0.50979
C -3.24711 1.58656 -0.63365
C 3.28266 -0.24436 -0.20756
C 2.68528 -0.31851 2.60798
C 2.50821 2.22386 1.14428
H 2.59239 0.64342 -7.19728
H 2.62822 -1.63342 -6.35344
H -1.41352 3.60216 3.62732
H -1.69165 3.63369 1.86878
H -0.03755 3.65409 2.49154
H -3.04389 1.64828 3.99219
H -2.89813 -0.02212 3.39938
H -3.47495 1.25158 2.31075
H 0.08874 1.91335 4.74061
H 0.72622 0.41261 4.05386
H -0.82777 0.38202 4.88859
H -3.73435 -0.83527 -2.51323
H -2.29512 -1.83897 -2.17630
H -2.10124 -0.24317 -2.92839
H -4.63734 -0.62804 0.60905
H -3.22612 -1.29526 1.50661
H -3.79083 -2.11649 0.04297
H -4.29292 1.54535 -0.97596
H -2.66187 2.17559 -1.35754
H -3.18679 2.08364 0.34638
H 4.31520 -0.16356 0.15860
H 3.18104 0.25976 -1.17523
H 3.00472 -1.29522 -0.35770
H 3.72343 -0.67399 2.50895
H 2.03622 -1.18045 2.83200
H 2.62910 0.41036 3.42986
H 3.58577 2.43407 1.09678
H 2.09485 2.62327 2.07778
H 2.01751 2.71710 0.29865
C 0.73817 -0.60298 -2.49906
C 0.51843 0.77891 -2.74394
C 1.49292 1.46072 -3.48471
C 2.57819 0.74809 -4.02172
C 2.62845 -0.64553 -3.96567
C 1.60989 -1.34014 -3.32755
O 0.27993 -1.22308 -1.40776
H -0.12010 1.31009 -0.21396
H -0.34198 1.28527 -2.26505
H 1.42321 2.53908 -3.67815
H 3.34869 1.22894 -4.63182
H 3.39768 -1.17052 -4.54099
H 1.53389 -2.42953 -3.32911
C -0.28438 -3.24947 4.46807
C -1.29069 -3.14716 3.31146
C -0.79463 -2.25296 2.30313
N -0.40331 -1.61588 1.40600
H 0.63335 -3.71892 4.09620
H -0.66599 -3.84699 5.30129
H 0.00989 -2.26977 4.86567
H -1.41780 -4.15733 2.86835
H -2.28477 -2.81362 3.67174
```

Results
E ... -105171.78022 eV
Energy above the lowest of the compared OMol25 structures with the same formula, charge and spin ... 1.9149 eV
Total charge ... +3
Orbital gap (spin up / spin down) ... 0.130 / 0.133 hartree


Formula: C5H31N2O8
Source: the Open Molecules 2025 dataset
Level of theory: ωB97M-V/def2-TZVPD

XYZ file:
```
46
Properties=species:S:1:pos:R:3
N 0.19985 0.51627 1.33491
C 0.96195 -0.12043 0.15546
C 1.96147 0.68002 -0.77802
C 1.39030 1.77826 -1.60495
C 2.52915 2.37295 -2.51097
C 1.78700 -1.27026 0.74912
N 0.92361 -2.45516 0.80526
H 0.40444 1.51952 1.50644
H -0.83682 0.51062 1.29987
H 0.59064 0.07141 2.18730
H 0.14706 -0.35047 -0.57039
H 2.22324 -0.08236 -1.57678
H 2.80577 1.05317 -0.17993
H 0.84989 2.56523 -1.13770
H 0.72402 1.30170 -2.38348
H 2.47886 1.92942 -3.51418
H 3.50516 1.96842 -2.13729
H 2.43710 3.43608 -2.57180
H 2.55318 -1.69427 0.07943
H 2.29879 -0.82599 1.59501
H 1.37016 -3.34882 0.75355
H 0.16803 -2.38120 1.49331
H -2.73493 -1.26775 -1.09878
H -2.02394 -2.64181 -0.65297
O -2.24192 -1.73481 -0.40327
H -4.33565 -0.37131 -2.99225
H -4.33472 -1.50743 -2.14871
O -3.81355 -0.68828 -2.24408
H -3.23742 -1.54678 2.56128
H -1.92039 -1.74086 1.93848
O -2.33885 -1.79775 2.82086
H 1.59578 0.94576 4.44941
H 0.86733 -0.34166 4.79137
O 1.23791 0.15073 4.05340
H -1.61523 -4.14280 -1.68850
H -1.94736 -3.60837 -3.09465
O -2.35806 -3.80604 -2.24947
H 2.25372 2.33006 3.11630
H 1.32843 3.51404 2.31733
O 1.76704 2.66614 2.37084
H -0.83311 0.15767 -3.11103
H -1.41431 -1.37949 -3.53261
O -0.88884 -0.60357 -3.68111
H -1.64046 2.86335 2.36932
H -1.72205 4.03503 1.39881
O -1.12227 3.34183 1.71584
```

Results
E ... -25041.13740 eV
Energy above the lowest of the compared OMol25 structures with the same formula, charge and spin ... 3.4237 eV
Total charge ... +1
Orbital gap ... 0.352 hartree


Formula: C26H33CsO2P
Source: the Open Molecules 2025 dataset
Level of theory: ωB97M-V/def2-TZVPD

XYZ file:
```
63
Properties=species:S:1:pos:R:3
C 7.33616 -1.12940 2.31933
C 6.89466 -1.24041 0.75323
C 5.69629 -0.15833 0.55127
C 5.35311 -0.14692 -1.01992
C 3.78645 -0.34287 -1.30302
C 3.23085 -1.84172 -0.95218
C 1.59514 -1.73154 -1.05345
C 0.95821 -1.15491 -2.38591
C -0.63355 -0.96641 -2.54727
C -1.34843 -0.32855 -3.87902
C -1.53468 1.31784 -3.79563
C -2.51412 1.79822 -2.61879
C -0.10329 2.07152 -3.50836
C -1.52897 -1.37854 -1.36112
C -0.84996 -1.95207 -0.05467
C 0.67071 -2.14654 0.14355
C -1.88968 -2.29911 1.13278
O -1.79244 -3.33462 1.82656
C -3.07259 -1.21460 1.29928
C -3.56176 -0.68039 2.66242
C -4.67676 0.38969 2.68306
P -5.32830 1.17000 4.30926
C -5.13191 3.05087 3.96918
C -4.20178 0.70068 5.76463
C -5.36888 0.92624 1.37670
C -4.88995 0.39982 0.00659
C -3.74313 -0.63586 -0.00042
C -3.13560 -1.21194 -1.37775
O -3.85560 -1.51959 -2.35544
H 6.43884 -0.68249 2.87884
H 8.22694 -0.41361 2.35550
H 7.61586 -2.17209 2.68417
H 6.54508 -2.30203 0.49443
H 7.75672 -0.96093 0.04734
H 6.04392 0.86664 0.95274
H 4.81383 -0.53344 1.19518
H 5.68274 0.86556 -1.45146
H 5.90219 -0.96615 -1.61359
H 3.18678 0.43996 -0.70155
H 3.59104 -0.16967 -2.41649
H 3.65403 -2.62324 -1.66308
H 3.49071 -2.04014 0.15468
H 1.66395 -0.82541 -3.25712
H -2.30906 -0.85581 -4.19434
H -0.58517 -0.50021 -4.74526
H -1.99938 1.69510 -4.77754
H -2.51904 2.94510 -2.52246
H -2.07423 1.37200 -1.63536
H -3.57351 1.35441 -2.68189
H 0.22547 1.87617 -2.40075
H -0.31040 3.22103 -3.58883
H 0.66521 1.67599 -4.29023
H 1.11399 -2.55824 1.11900
H -3.05152 -1.08456 3.59603
H -4.02858 3.33628 3.78019
H -5.48746 3.69290 4.84095
H -5.74049 3.37421 3.04284
H -3.41119 -0.05389 5.43042
H -3.64986 1.58277 6.23758
H -4.86242 0.15491 6.53073
H -6.21192 1.68886 1.37733
H -5.37994 0.77678 -0.95837
Cs 2.21663 1.41269 -4.40456
```

Results
E ... -41408.63259 eV
Total charge ... +1
Orbital gap ... 0.236 hartree


Formula: C7H6N3O5
Source: the Open Molecules 2025 dataset
Level of theory: ωB97M-V/def2-TZVPD

XYZ file:
```
21
Properties=species:S:1:pos:R:3
C 0.90012 -0.80594 2.48331
C 1.23895 0.43815 1.98182
C 0.25943 -1.77472 1.65483
C 1.00588 0.67515 0.69734
C -0.04587 -1.46198 0.33643
C 0.39797 -0.18668 -0.17574
C -0.22592 0.18213 -1.44237
N -1.67434 1.51370 -0.14236
N 0.16525 1.41538 -2.01676
N -0.90052 -0.70779 -2.34030
O -0.96584 1.64537 0.86814
O 1.34309 1.83807 -1.82210
O -1.42200 -1.78575 -2.08498
O -0.59692 2.04903 -2.72968
O -0.65144 -0.42147 -3.51387
H 1.00418 -1.11578 3.52683
H 1.57721 1.27417 2.67337
H 0.03351 -2.84854 2.07440
H 1.41980 1.58444 0.26073
H -0.55036 -2.23813 -0.35848
H -2.31219 0.73120 0.06944
```

Results
E ... -22055.62435 eV
Energy above the lowest of the compared OMol25 structures with the same formula, charge and spin ... 0.4631 eV
Total charge ... -1
Orbital gap (spin up / spin down) ... 0.278 / 0.278 hartree